Density functional theory data (ωB97M-V/def2-TZVPD) for a 18-piece molecular cluster, C54H150N6O33 overall at a distorted geometry.

Each line ends with the Mulliken charge.
Positions of all 243 atoms, in Å:
C -2.970 -4.104 -2.923  -0.88
O -3.535 -4.050 -4.237  0.02
C -4.708 -4.860 -4.330  -0.75
C -5.214 -4.916 -5.765  -0.68
N -5.532 -3.583 -6.285  -0.20
C -5.660 -3.651 -7.739  -0.63
C -5.929 -2.303 -8.399  -0.81
O -4.821 -1.400 -8.474  -0.30
C -3.787 -2.009 -9.237  -0.76
H -2.547 -5.082 -2.677  0.40
H -3.799 -3.906 -2.239  0.64
H -2.184 -3.353 -2.904  -0.25
H -5.424 -4.642 -3.533  0.24
H -4.430 -5.894 -4.087  0.37
H -6.079 -5.566 -5.920  0.45
H -4.441 -5.414 -6.369  0.37
H -4.786 -2.947 -6.027  0.19
H -6.485 -4.350 -7.920  0.44
H -4.865 -4.218 -8.245  0.40
H -6.788 -1.782 -7.975  0.34
H -6.334 -2.489 -9.401  0.44
H -4.159 -2.508 -10.136  0.41
H -3.252 -2.786 -8.680  0.16
H -3.027 -1.272 -9.487  0.29
C 3.186 -9.369 -1.677  -0.73
O 3.141 -8.468 -2.770  -0.33
C 1.854 -8.391 -3.346  -0.42
C 1.832 -7.748 -4.737  -0.84
N 1.868 -6.291 -4.743  -0.40
C 0.561 -5.732 -4.410  -0.77
C 0.551 -4.213 -4.366  0.45
O 1.190 -3.796 -3.168  -0.37
C 1.081 -2.397 -2.918  -0.21
H 2.649 -8.967 -0.812  0.29
H 4.223 -9.468 -1.364  0.26
H 2.783 -10.357 -1.911  0.30
H 1.101 -8.025 -2.635  0.38
H 1.518 -9.440 -3.412  0.42
H 1.003 -8.176 -5.296  0.39
H 2.762 -8.085 -5.202  0.34
H 2.499 -5.870 -4.070  0.33
H 0.227 -6.066 -3.418  0.23
H -0.142 -6.094 -5.164  0.46
H -0.465 -3.813 -4.293  -0.41
H 1.104 -3.845 -5.237  0.31
H 0.285 -2.225 -2.194  -0.01
H 0.854 -1.800 -3.806  0.10
H 2.045 -2.084 -2.520  0.13
C 7.487 5.065 6.043  -0.92
O 6.266 4.704 5.435  -0.19
C 5.358 5.790 5.146  -1.23
C 4.031 5.110 4.793  0.64
N 3.184 4.671 5.895  0.01
C 3.615 3.379 6.427  -0.53
C 2.650 2.817 7.461  -0.04
O 2.465 3.781 8.488  -0.46
C 1.440 3.434 9.403  -0.69
H 8.111 5.706 5.416  0.33
H 8.060 4.151 6.208  0.25
H 7.377 5.483 7.048  0.33
H 5.752 6.326 4.278  0.53
H 5.262 6.531 5.944  0.45
H 4.252 4.316 4.084  -0.94
H 3.485 5.948 4.342  0.59
H 3.133 5.289 6.695  0.37
H 4.584 3.551 6.906  0.33
H 3.719 2.594 5.677  0.12
H 3.040 1.895 7.906  0.67
H 1.689 2.562 6.998  -0.29
H 0.521 3.157 8.890  0.20
H 1.237 4.293 10.042  0.25
H 1.831 2.649 10.059  0.34
C 0.127 4.918 -0.887  -1.03
O 1.517 4.773 -0.601  -0.39
C 1.702 4.636 0.792  -0.50
C 3.187 4.610 1.144  -0.28
N 3.687 3.250 0.928  1.99
C 5.099 3.167 1.302  -0.20
C 5.648 1.773 0.908  -0.35
O 5.452 0.742 1.849  0.36
C 6.221 0.886 3.020  -0.80
H -0.008 5.255 -1.918  0.41
H -0.358 5.726 -0.333  0.51
H -0.443 3.990 -0.837  0.28
H 1.121 3.893 1.354  0.12
H 1.299 5.531 1.295  0.64
H 3.296 4.954 2.181  -0.44
H 3.628 5.397 0.528  0.45
H 3.195 2.622 1.561  -1.29
H 5.191 3.392 2.372  -0.59
H 5.767 3.869 0.797  0.45
H 6.698 1.782 0.592  0.47
H 5.107 1.491 0.001  -0.28
H 6.157 1.888 3.451  0.12
H 7.285 0.742 2.790  0.30
H 5.939 0.122 3.742  0.21
C -11.749 -3.580 -1.382  -0.76
O -10.392 -3.443 -1.005  -0.31
C -9.570 -2.968 -2.063  -0.77
C -8.161 -2.770 -1.555  -0.12
N -8.044 -1.490 -0.840  -0.41
C -6.667 -1.093 -0.467  -0.85
C -5.890 -0.497 -1.608  1.62
O -6.709 0.451 -2.265  -0.53
C -6.004 1.613 -2.656  -0.23
H -12.186 -2.615 -1.653  0.30
H -12.338 -3.907 -0.523  0.25
H -11.847 -4.374 -2.126  0.30
H -10.017 -2.047 -2.459  0.33
H -9.655 -3.676 -2.896  0.40
H -7.546 -2.773 -2.465  0.18
H -7.912 -3.611 -0.908  0.30
H -8.292 -0.779 -1.522  0.30
H -6.150 -1.958 -0.049  0.22
H -6.850 -0.322 0.287  0.34
H -5.645 -1.317 -2.295  -0.03
H -4.997 -0.010 -1.207  -0.75
H -6.684 2.351 -3.079  0.37
H -5.263 1.396 -3.431  0.09
H -5.474 2.075 -1.819  -0.03
C -2.320 0.082 -2.861  -1.04
O -2.163 -0.028 -1.470  0.78
C -1.553 1.119 -0.887  0.58
C -0.586 0.697 0.214  0.86
N 0.522 0.014 -0.482  2.04
C 1.811 0.345 0.079  -0.05
C 2.007 0.108 1.589  -0.67
O 1.906 1.374 2.257  0.56
C 2.099 1.159 3.651  -1.23
H -2.980 -0.722 -3.186  0.43
H -1.363 0.048 -3.389  -0.26
H -2.862 1.007 -3.091  0.31
H -2.351 1.753 -0.493  -0.36
H -0.970 1.708 -1.597  -0.46
H -1.107 0.117 0.983  -0.06
H -0.233 1.554 0.800  -0.97
H 0.640 0.346 -1.438  -0.52
H 2.050 1.389 -0.170  -0.16
H 2.651 -0.168 -0.398  -0.56
H 3.008 -0.288 1.758  0.49
H 1.209 -0.533 1.975  0.39
H 1.322 0.559 4.136  0.28
H 1.840 2.131 4.088  0.08
H 3.089 0.863 4.001  0.27
C 1.481 -1.126 6.626  0.85
C 0.579 -0.987 7.851  -0.59
O -0.413 0.016 7.857  -0.44
O 2.679 -1.760 7.054  -0.66
H 1.759 -0.162 6.204  -0.60
H 0.927 -1.690 5.873  0.08
H 1.188 -0.850 8.754  0.32
H 0.095 -1.951 8.063  0.46
H -1.145 -0.176 8.446  0.25
H 2.510 -2.663 7.340  0.37
C -2.387 -2.842 0.807  -0.23
C -1.130 -2.733 1.700  -0.36
O 0.108 -2.603 0.934  -0.50
O -3.074 -1.619 0.611  -0.40
H -3.050 -3.424 1.457  0.46
H -2.193 -3.378 -0.123  -0.16
H -0.837 -3.675 2.169  0.58
H -1.164 -1.950 2.460  0.01
H 0.096 -1.759 0.436  -0.23
H -2.660 -1.187 -0.165  0.06
C 6.446 -1.718 -0.505  -0.05
C 5.642 -1.519 -1.786  0.04
O 6.327 -0.668 -2.687  -0.50
O 7.507 -2.653 -0.697  -0.56
H 5.761 -1.926 0.327  0.12
H 6.985 -0.856 -0.093  0.13
H 4.661 -1.199 -1.434  -0.27
H 5.488 -2.531 -2.175  0.43
H 7.085 -1.202 -2.951  0.31
H 8.275 -2.402 -0.184  0.36
C -1.589 -1.243 -6.136  0.38
C -1.615 0.252 -6.370  -0.43
O -2.545 0.549 -7.406  -0.62
O -2.800 -1.742 -5.578  0.10
H -0.751 -1.528 -5.490  -0.42
H -1.461 -1.711 -7.115  0.50
H -0.665 0.603 -6.786  0.35
H -1.799 0.910 -5.514  0.03
H -3.355 0.055 -7.204  0.35
H -2.726 -2.698 -5.472  0.11
C 4.894 3.021 -2.652  -0.26
C 5.075 4.458 -3.143  -0.54
O 4.408 4.669 -4.380  -0.64
O 3.673 2.830 -1.934  -0.50
H 5.700 2.723 -1.969  0.17
H 4.948 2.314 -3.480  0.42
H 6.148 4.553 -3.333  0.45
H 4.782 5.208 -2.404  0.24
H 3.459 4.524 -4.251  0.36
H 3.764 3.191 -1.033  -0.24
C -0.416 5.206 6.962  -0.13
C -0.257 5.597 5.485  -0.41
O 0.459 4.547 4.831  -0.14
O -1.382 6.000 7.650  -0.63
H 0.559 5.368 7.422  0.14
H -0.713 4.170 7.129  0.06
H 0.283 6.536 5.359  0.28
H -1.239 5.680 5.016  0.42
H 1.420 4.619 5.009  -0.19
H -2.268 5.760 7.366  0.35
C 0.402 3.383 -3.973  -0.20
C 1.091 2.013 -3.986  -0.11
O 1.343 1.607 -2.654  0.94
O 1.307 4.395 -3.567  -0.57
H -0.492 3.430 -3.347  -0.14
H 0.117 3.557 -5.013  0.58
H 2.055 2.115 -4.492  0.49
H 0.488 1.342 -4.600  -0.12
H 2.194 2.025 -2.405  -0.65
H 1.691 4.160 -2.707  0.11
C -1.423 2.009 3.518  1.19
C -1.491 1.602 4.986  0.26
O -1.210 0.215 5.021  -0.55
O -1.567 3.416 3.344  -0.63
H -2.176 1.491 2.924  0.33
H -0.419 1.779 3.155  -1.15
H -2.416 1.875 5.501  0.42
H -0.680 2.195 5.424  -0.41
H -0.853 0.022 5.898  0.23
H -0.770 3.884 3.648  0.34
C 3.761 -2.769 3.903  0.33
C 2.565 -3.297 3.120  -0.18
O 2.680 -2.965 1.744  -0.39
O 3.649 -3.115 5.274  -0.58
H 3.825 -1.677 3.827  -0.41
H 4.701 -3.049 3.418  0.30
H 1.576 -2.937 3.425  -0.01
H 2.484 -4.380 3.272  0.36
H 1.782 -2.972 1.355  0.31
H 3.928 -2.390 5.835  0.44
O -4.692 1.664 0.506  -0.82
H -5.570 1.735 0.114  0.26
H -4.729 0.868 1.049  0.29
O -3.024 3.949 -1.906  -0.56
H -3.176 4.888 -2.045  0.32
H -2.980 3.850 -0.940  0.31
O -2.934 3.884 0.895  -0.72
H -2.646 3.693 1.802  0.33
H -3.576 3.180 0.693  0.25

Computed properties:
energy	-4958.45798	hartree
LUMO	0.15	eV
strongest force on any atom	2.54	eV/A